Entry 1:
{"formula": "C2H5N2P", "method": "ωB97M-V/def2-TZVPD", "symbols": ["P", "N", "N", "C", "C", "H", "H", "H", "H", "H"], "xyz": [[0.7453, -2.1121, 1.0632], [-0.2813, -1.9739, -0.1316], [1.4840, -0.7228, 1.1928], [0.7426, 0.3938, 0.6966], [-0.2294, 0.3478, -0.4249], [1.4260, 1.2741, 0.5438], [0.1510, 0.8819, 1.5410], [-0.9855, -2.5485, -0.2873], [0.1696, -0.1027, -1.2940], [-1.1283, 0.7394, -0.1617]], "forces_ev_per_a": [[1.05, -0.25, 0.24], [2.96, 5.00, 0.30], [-0.20, -0.18, 0.05], [-0.83, 2.77, 1.62], [3.87, -4.26, 1.42], [-0.10, -0.65, -0.56], [0.57, -0.84, -0.40], [-4.18, -3.26, -0.88], [-0.41, 0.51, -1.39], [-2.73, 1.14, -0.40]], "lumo_energy_ev": [-0.98, -0.98], "gap_ha": [0.287, 0.287], "e_homo_ev": [-8.798, -8.798]}

Entry 2:
{"formula": "C5H10N2O2S", "method": "ωB97M-V/def2-TZVPD", "symbols": ["S", "O", "O", "N", "N", "C", "C", "C", "C", "C", "H", "H", "H", "H", "H", "H", "H", "H", "H", "H"], "xyz": [[0.7698, 1.7463, 0.1189], [2.4057, -1.0800, -0.8400], [3.1947, -0.1673, 0.9077], [2.9325, -0.0975, -0.4398], [-0.3134, -0.0915, -1.6195], [0.3443, 1.1075, -1.7258], [-0.3093, 0.3447, 0.6981], [-1.6093, 0.8354, 1.3274], [-0.6070, -0.5469, -0.5051], [-1.1922, -1.8805, -0.3164], [-0.4285, -2.5867, -0.2027], [-1.4623, 0.9770, 2.4589], [-1.7376, -2.1267, -1.1927], [0.3025, -0.0900, 1.4726], [-1.8310, -1.9167, 0.5946], [-0.4257, 1.9035, -1.9507], [-1.9841, 1.7907, 0.9687], [-2.4413, 0.1256, 1.1530], [3.0502, 0.7001, 1.2865], [1.3418, 1.0530, -2.1937]], "forces_ev_per_a": [[-1.16, -1.05, -0.84], [0.94, 0.61, 0.65], [-0.11, -1.59, 0.72], [-0.65, -0.24, -1.08], [-0.04, -1.02, -1.74], [-0.13, 2.69, 1.61], [0.39, 1.30, 0.26], [-0.63, -0.02, 1.90], [0.83, 0.65, 1.59], [-1.52, 0.77, 1.14], [1.31, -1.09, 0.27], [-0.37, -0.32, -1.61], [-0.69, -0.38, -0.68], [-0.01, -0.88, 0.08], [0.33, -0.07, -0.71], [1.47, -0.73, -0.88], [0.34, 0.09, -0.34], [0.44, 0.15, 0.34], [0.19, 0.85, -0.35], [-0.92, 0.27, -0.34]], "lumo_energy_ev": 0.31, "gap_ha": 0.329, "smiles": "CC1=NCS[C@H]1C.O=NO", "e_homo_ev": -8.640}

Entry 3:
{"formula": "C33H57AuBrN2O2Si", "method": "ωB97M-V/def2-TZVPD", "symbols": ["Au", "Br", "Si", "O", "O", "N", "N", "C", "C", "C", "C", "C", "C", "C", "C", "C", "C", "C", "C", "C", "C", "C", "C", "C", "C", "C", "C", "C", "C", "C", "C", "C", "C", "C", "C", "C", "C", "C", "C", "C", "H", "H", "H", "H", "H", "H", "H", "H", "H", "H", "H", "H", "H", "H", "H", "H", "H", "H", "H", "H", "H", "H", "H", "H", "H", "H", "H", "H", "H", "H", "H", "H", "H", "H", "H", "H", "H", "H", "H", "H", "H", "H", "H", "H", "H", "H", "H", "H", "H", "H", "H", "H", "H", "H", "H", "H", "H"], "xyz": [[0.4719, 1.4590, 1.5247], [2.7381, 0.7972, 1.9466], [2.1218, 1.9148, -1.4797], [1.7032, -2.0189, -1.8503], [0.7561, -0.5054, -3.4717], [-0.6832, -0.3516, 3.3629], [-1.5721, 1.9546, 1.6434], [1.7626, -2.0253, -4.9345], [2.8455, -2.6033, 0.3404], [-1.8940, 2.5328, 0.3919], [-2.5537, -2.2985, 2.4104], [-0.2913, -1.6805, 3.3468], [2.8960, -2.5345, -1.1814], [1.0580, 0.8147, -0.6567], [-2.3655, 2.0297, 2.7059], [-0.5217, -0.0911, -4.0444], [-1.1429, -2.6718, 2.7524], [-1.4207, 3.8337, 0.0869], [-2.3334, 3.5984, -2.1286], [-2.1389, 1.4359, 3.9506], [0.4962, -2.7135, -1.4125], [-0.7141, 4.6097, 1.1521], [-1.7380, -0.3835, 5.5853], [-3.1772, 0.4409, -0.1878], [-1.6343, 4.3321, -1.1982], [1.8055, -1.1280, 4.6403], [1.5654, 2.6364, -3.1378], [1.9191, -0.7072, -4.2800], [0.9758, -2.0784, 3.8499], [-3.6166, 2.8640, 2.5440], [-1.6976, -0.5385, -3.2424], [1.4520, -3.3685, 3.6015], [-0.6456, -3.9358, 2.5346], [-1.4612, 0.2415, 4.2340], [3.8577, 1.2009, -1.6453], [2.2636, 3.4637, -0.4235], [-2.8805, 2.3528, -1.8116], [0.1076, -3.7873, -2.4069], [0.6363, -4.2993, 2.9064], [-2.6525, 1.7983, -0.5397], [2.2420, -0.3590, 3.9710], [3.0169, -3.5480, -1.5879], [0.8608, -1.0024, -2.6717], [4.5432, 1.9640, -2.0560], [-2.9988, -3.1095, 1.8111], [-0.7668, -4.2931, -2.0111], [-0.3999, 0.9898, -4.1946], [-2.5103, 4.0075, -3.1433], [2.5114, -3.5833, 0.6682], [-0.8312, -0.8281, 6.0163], [-0.0829, 0.6607, -0.8902], [1.2322, -0.5975, 5.4135], [2.6174, -2.0475, -5.5924], [2.6315, 3.2508, 0.5666], [0.7005, -3.1055, -0.4253], [1.8019, -2.8884, -4.2383], [1.9620, 3.6632, -3.2261], [3.9268, 0.3341, -2.3028], [0.9196, -4.5222, -2.4474], [2.4384, -3.6319, 3.9254], [1.7431, 0.1520, -4.9060], [-4.2571, 2.4653, 1.7426], [-0.3321, -0.6293, -4.9508], [1.3386, -0.1925, -0.1771], [2.2548, -1.8108, 0.8307], [-2.3681, -0.3078, -0.0664], [1.0283, -5.2981, 2.7232], [-3.1599, -2.1785, 3.3232], [-3.8456, 0.0815, -0.9879], [-3.3805, 3.9161, 2.3193], [-3.7538, 0.4623, 0.7488], [2.7982, -0.5874, -3.6586], [-0.1224, -3.4074, -3.3939], [-4.1770, 2.8264, 3.4845], [-1.2189, 5.3360, -1.4307], [-1.7098, -0.1213, -2.2110], [-2.5969, -1.3629, 1.8424], [3.7229, -1.9038, -1.5108], [-1.7992, -1.6325, -3.2487], [2.9451, 4.1937, -0.8815], [-2.5667, -0.1496, -3.7850], [-2.1185, 0.3898, 6.2634], [-1.4051, 4.8986, 1.9620], [4.2616, 0.9112, -0.6602], [-3.4908, 1.7888, -2.5147], [-0.2874, -1.9485, -1.2987], [-0.2916, 5.5315, 0.7230], [1.9346, 2.0946, -3.9990], [0.8694, -2.0692, -5.5642], [0.4748, 2.7207, -3.2097], [0.1067, 4.0355, 1.6197], [-2.7221, 1.8502, 4.7708], [1.2911, 3.9865, -0.3097], [3.8809, -2.4899, 0.7026], [-2.5080, -1.1707, 5.4934], [-1.3019, -4.6848, 2.0347], [2.6510, -1.6399, 5.1179]], "forces_ev_per_a": [[-0.13, -0.46, 0.59], [0.87, 0.24, 0.13], [2.12, 2.50, -0.54], [-0.34, -0.73, 1.17], [-0.36, 1.56, 1.37], [-1.27, 1.18, -0.31], [-0.05, -0.30, 1.29], [0.76, -0.68, -0.58], [0.41, 0.23, 0.11], [-0.85, 0.93, -0.85], [-0.25, -0.38, -0.22], [0.49, -2.02, 0.48], [-0.27, -0.11, -0.43], [-4.41, -4.38, 1.63], [0.25, 1.33, -2.99], [1.30, 0.11, -0.42], [0.55, 1.81, 0.59], [-0.28, -0.95, 0.19], [-0.79, -0.21, -1.35], [0.05, 0.10, 0.63], [0.44, 0.52, -0.37], [0.26, 0.57, 0.16], [-0.24, -0.02, 0.18], [-0.28, -0.45, -0.11], [0.65, 0.74, 0.60], [0.65, 0.76, -0.01], [-0.22, 0.21, 0.06], [-1.06, 0.44, -0.47], [-0.36, -0.09, -0.28], [-0.37, -0.03, 0.54], [-0.34, -0.01, 0.14], [-1.79, -0.31, -0.95], [-0.36, -1.17, -0.60], [1.23, -1.86, 0.37], [0.38, 0.23, 0.09], [-0.25, 0.78, -0.39], [0.47, 0.16, 0.81], [0.25, -0.29, 0.87], [1.17, 0.64, 0.79], [0.33, 0.42, -0.17], [-0.34, -0.41, 0.57], [0.36, 0.18, 0.08], [0.27, -0.90, 2.18], [-0.28, -0.22, 0.10], [-0.02, 0.39, 0.21], [-0.23, -0.20, -0.07], [-0.41, -0.31, 0.13], [0.17, -0.22, 0.77], [-0.20, 0.02, 0.18], [-0.32, 0.08, -0.20], [1.98, 0.68, -0.02], [0.15, -0.19, -0.16], [0.29, -0.64, -0.52], [0.17, -0.11, 0.34], [-0.30, -0.24, 0.18], [0.05, 0.78, -0.46], [-0.10, -0.40, 0.11], [0.03, -0.07, 0.00], [-0.19, 0.05, -0.28], [0.31, -0.17, 0.20], [1.10, 0.08, -1.02], [0.25, 0.18, 0.22], [-1.50, 0.16, -1.19], [0.07, 1.71, -1.25], [0.22, -0.32, -0.31], [-0.28, 0.38, 0.06], [-0.21, 0.17, -0.04], [0.11, 0.01, -0.31], [0.20, 0.08, 0.35], [-0.05, -0.42, -0.03], [0.17, -0.13, -0.24], [-0.11, 0.05, 0.05], [0.01, 0.07, -0.15], [-0.06, 0.14, -0.30], [-0.42, -0.82, 0.04], [0.09, -0.33, -0.84], [-0.04, -0.15, 0.14], [-0.20, -0.01, -0.11], [0.13, 0.29, 0.20], [-0.04, -0.12, 0.00], [0.01, -0.02, 0.24], [0.08, -0.31, -0.01], [0.23, -0.07, -0.25], [-0.27, 0.08, -0.32], [0.15, 0.24, 0.02], [0.13, -0.15, 0.01], [-0.12, -0.29, 0.26], [0.05, -0.18, -0.29], [0.12, -0.12, 0.12], [0.07, 0.02, 0.04], [-0.31, 0.23, -0.22], [0.04, -0.12, -0.22], [0.44, -0.40, -0.20], [-0.37, -0.01, -0.06], [0.33, 0.27, 0.06], [0.51, 0.62, 0.47], [-0.30, 0.07, -0.03]], "charge": 1, "multiplicity": 3, "lumo_energy_ev": [-2.02, -4.78], "gap_ha": [0.267, 0.196], "s2": 2.058, "e_homo_ev": [-9.285, -10.096]}

Entry 4:
{"formula": "C4H4N2O2", "method": "ωB97M-V/def2-TZVPD", "symbols": ["O", "O", "N", "N", "C", "C", "C", "C", "H", "H", "H", "H"], "xyz": [[0.0913, 0.3675, 0.7792], [2.6989, 0.3337, 1.1418], [2.0829, -0.4206, 0.0458], [-1.1086, -0.7809, -1.2060], [-1.1510, 0.9230, 0.4790], [-1.6898, 0.2687, -0.5401], [0.0556, -1.2177, -0.8859], [0.8332, -0.4598, -0.0159], [-1.3083, 1.8256, 0.9867], [1.8330, 0.6175, 1.6008], [-2.7307, 0.5798, -0.8557], [0.3934, -2.0369, -1.5298]], "forces_ev_per_a": [[0.49, 1.31, 2.13], [-3.89, -0.36, -1.11], [2.87, -0.67, 1.07], [-0.56, -1.08, 0.20], [2.68, -2.85, -1.65], [-3.30, 1.76, -0.51], [-1.61, -0.61, -3.11], [0.10, 2.05, 1.81], [-0.76, 0.74, 0.76], [2.09, -0.01, -0.32], [1.42, -0.49, 0.03], [0.47, 0.21, 0.69]], "lumo_energy_ev": -0.49, "gap_ha": 0.311, "smiles": "O/N=c1/cncco1", "e_homo_ev": -8.957}

Entry 5:
{"formula": "C16H17NO", "method": "ωB97M-V/def2-TZVPD", "symbols": ["O", "N", "C", "C", "C", "C", "C", "C", "C", "C", "C", "C", "C", "C", "C", "C", "C", "C", "H", "H", "H", "H", "H", "H", "H", "H", "H", "H", "H", "H", "H", "H", "H", "H", "H"], "xyz": [[2.6759, 2.5108, 1.5784], [-0.6691, -0.4955, 0.1129], [-0.3619, 2.5727, -0.5042], [-1.7857, -0.9517, -0.6001], [-0.9203, 2.5993, 1.8189], [-1.5288, -2.1616, -1.2011], [1.6551, -1.5022, 0.4480], [1.3458, 2.5325, 1.2226], [2.3659, -2.6260, 0.1046], [-1.3404, 2.5402, 0.5285], [-0.1146, -2.3585, -0.9817], [0.3788, -1.3914, -0.1207], [-2.7583, 2.5035, 0.1359], [-2.4027, -2.9535, -2.0925], [2.0711, -3.4737, -0.9853], [0.4278, 2.6433, 2.2520], [0.8019, -3.2931, -1.5087], [0.9591, 2.6231, -0.1196], [-3.6017, 2.3665, 0.8014], [1.8091, 2.6431, -0.7954], [-0.7556, -0.1101, 1.0449], [2.0568, -0.8742, 1.2308], [-2.6587, -0.3434, -0.5029], [-1.8570, -3.1630, -3.0216], [0.4426, -3.8954, -2.3391], [-0.6605, 2.6691, -1.5383], [-3.0065, 3.2696, -0.6076], [-3.3953, -2.5661, -2.3113], [-2.6224, -3.9338, -1.6559], [-2.9716, 1.6228, -0.5027], [-1.6748, 2.4140, 2.5864], [2.7583, -4.2163, -1.3528], [3.1580, 2.0779, 0.8822], [3.3572, -2.7003, 0.5553], [0.6240, 2.9074, 3.2755]], "forces_ev_per_a": [[-0.42, 0.11, 0.15], [0.75, -0.62, -0.11], [-0.13, 0.72, 1.21], [0.54, -0.85, 1.01], [0.11, -0.71, 1.88], [0.18, 2.21, -0.11], [-0.73, -0.62, 0.18], [0.30, 0.88, 1.11], [2.21, 0.25, -0.56], [0.77, 0.21, -1.24], [0.89, -1.10, -0.62], [-0.91, 0.65, 0.83], [-1.60, -1.21, -2.23], [0.09, -1.07, -0.31], [-1.59, 1.09, 0.71], [-1.37, 0.12, -1.72], [-0.53, -0.82, -0.55], [0.54, -0.84, 0.01], [0.42, 0.68, 1.02], [-0.36, 0.07, -0.43], [-0.12, 0.44, -0.37], [-0.26, 0.30, -0.05], [-0.55, -0.21, -0.17], [-0.36, 0.08, -0.04], [0.16, -0.21, 0.08], [0.05, -0.20, -0.08], [0.04, 0.42, 0.51], [0.21, 0.58, -0.02], [0.25, -0.05, 0.08], [0.57, 0.05, 0.07], [0.03, 0.67, -0.02], [0.05, -0.06, 0.01], [0.47, -0.16, -0.46], [-0.21, -0.23, 0.03], [0.50, -0.56, 0.20]], "lumo_energy_ev": 0.79, "gap_ha": 0.318, "smiles": "Cc1c[nH]c2ccccc12.Cc1ccc(O)cc1", "e_homo_ev": -7.859}

Entry 6:
{"formula": "C4H13N2O", "method": "ωB97M-V/def2-TZVPD", "symbols": ["O", "N", "N", "C", "C", "C", "C", "H", "H", "H", "H", "H", "H", "H", "H", "H", "H", "H", "H", "H"], "xyz": [[0.2087, -2.4666, -0.0381], [-0.4419, 0.1102, 2.8233], [0.2703, 0.9511, 0.7795], [-1.0524, 0.2040, -1.6478], [0.2398, 0.9961, -1.6679], [1.1234, 0.8445, -0.4390], [0.3572, 0.1300, 1.7755], [-1.2924, 0.6501, 2.8277], [1.8897, 1.6102, -0.3609], [-0.8807, -0.8612, -1.5096], [-1.6248, 0.4100, -2.5507], [-1.7608, 0.4784, -0.8628], [-0.4417, -0.7008, 3.4225], [0.1168, -3.1904, 0.5953], [0.8177, 0.7871, -2.5673], [1.5610, -0.1531, -0.3885], [0.1873, -2.9313, -0.8908], [0.0039, 2.0597, -1.8091], [1.1960, -0.5592, 1.7527], [-0.4770, 1.6312, 0.7562]], "forces_ev_per_a": [[0.00, -0.39, -0.09], [-0.29, -0.24, -0.06], [0.17, 0.02, -0.19], [-0.42, -0.15, 0.01], [-0.07, 0.98, -0.22], [-0.47, -0.27, 0.43], [0.37, -0.06, -0.11], [-0.05, 0.13, 0.07], [0.12, -0.02, -0.21], [-0.03, -0.03, -0.28], [0.20, -0.31, -0.22], [0.26, 0.22, 0.26], [0.20, 0.14, 0.11], [0.02, 0.09, -0.02], [0.15, -0.36, 0.11], [0.12, 0.09, -0.09], [0.05, 0.28, 0.23], [-0.05, -0.04, 0.25], [-0.23, -0.14, 0.02], [-0.06, 0.06, -0.01]], "charge": 1, "lumo_energy_ev": -3.06, "gap_ha": 0.439, "e_homo_ev": -14.998}

Taking the records one at a time from the top gives ΔE to the lowest compared entry with this formula, charge and spin values of 292.4; 272.2; 214.3; 448.3; 119.1; 79.0 kJ/mol.
Taking the records one at a time from the top gives largest force on an atom values of 5.93; 3.14; 6.43; 4.24; 3.00; 1.00 eV/A.